# 1
C49H60IrN4P2Si2 as an isolated structure in a non-equilibrium geometry. Source: the Open Molecules 2025 dataset; level of theory: ωB97M-V with the def2-TZVPD basis set.

HOMO-LUMO gap (alpha / beta): 6.6 / 6.8 eV
energy relative to the best compared isomer or geometry (same formula, charge and spin): 3.084 eV
lowest unoccupied orbital energy (alpha / beta): -0.2002 / -0.2058 Eh
HOMO level (alpha / beta): -12.01 / -12.36 eV
2S+1: 2
net charge: +2

Last column: Mulliken charge in e.
CARTESIAN COORDINATES (ANGSTROEM)
1 Ir 0.2696 -0.1486 -0.1082  3.31
2 C 0.2420 -3.2937 1.6532  -1.24
3 Si 1.2432 -2.3028 0.4228  0.28
4 C 1.4290 -3.3046 -1.1533  0.61
5 C 2.1758 -4.4777 -1.2938  -0.79
6 C 2.2407 -5.1275 -2.5153  -0.92
7 C 1.5800 -4.6057 -3.6248  -1.00
8 C 0.8288 -3.4506 -3.5035  -0.41
9 C 0.7368 -2.8281 -2.2574  0.28
10 P -0.2987 -1.3843 -1.9328  1.01
11 C -1.9695 -2.1166 -1.9085  -0.34
12 C -2.2314 -3.2689 -2.6052  -0.40
13 C -3.5201 -3.8205 -2.6861  -1.00
14 C -4.6239 -3.1414 -2.1163  -0.87
15 C -4.4278 -2.0470 -1.3499  -1.19
16 C -3.0471 -1.5882 -0.9897  2.03
17 C -0.0844 -0.3980 -3.4421  -0.08
18 C 1.0547 0.3934 -3.5607  -0.03
19 C 1.3315 1.0327 -4.7602  -0.43
20 C 0.4720 0.8867 -5.8410  -0.92
21 C -0.6663 0.1002 -5.7237  -0.83
22 C -0.9471 -0.5428 -4.5267  -0.02
23 C 3.0000 -2.1327 1.0758  0.89
24 C 3.7690 -3.2094 1.5339  -0.67
25 C 5.0546 -3.0076 2.0067  -0.90
26 C 5.6087 -1.7287 2.0236  -0.85
27 C 4.8691 -0.6525 1.5722  -0.37
28 C 3.5738 -0.8696 1.1031  -0.11
29 P 2.5161 0.4623 0.5182  0.80
30 C 3.4152 1.2063 -0.8755  0.53
31 C 4.0496 0.3195 -1.7473  -0.62
32 C 4.7039 0.7946 -2.8727  -0.65
33 C 4.7295 2.1572 -3.1421  -0.90
34 C 4.0932 3.0442 -2.2858  -1.10
35 C 3.4331 2.5712 -1.1593  -0.30
36 C 2.5279 1.6173 1.9200  1.39
37 C 3.5053 2.5976 2.0732  -0.75
38 C 3.5218 3.3870 3.2166  -0.77
39 C 2.5712 3.2050 4.2103  -0.81
40 C 1.6038 2.2166 4.0737  -0.56
41 C 1.5854 1.4279 2.9343  -0.91
42 H 0.7832 -4.2239 1.8525  0.59
43 H -0.7347 -3.5631 1.2435  0.40
44 H 0.0959 -2.7792 2.6034  0.29
45 H 2.7249 -4.8862 -0.4552  0.28
46 H 2.8223 -6.0348 -2.6143  0.46
47 H 1.6574 -5.1002 -4.5841  0.46
48 H 0.3290 -3.0381 -4.3722  0.60
49 H -1.4402 -3.7702 -3.1416  0.54
50 H -3.6729 -4.7337 -3.2435  0.49
51 H -5.6271 -3.5001 -2.3060  0.47
52 H -5.2794 -1.5462 -0.9078  0.32
53 H -2.8237 -2.0548 -0.0103  -0.44
54 H 1.7244 0.5070 -2.7193  -0.34
55 H 2.2244 1.6374 -4.8512  0.49
56 H 0.6851 1.3904 -6.7747  0.43
57 H -1.3348 -0.0162 -6.5663  0.49
58 H -1.8371 -1.1548 -4.4386  0.38
59 H 3.3633 -4.2139 1.5384  0.39
60 H 5.6331 -3.8467 2.3705  0.46
61 H 6.6134 -1.5783 2.3953  0.48
62 H 5.2998 0.3418 1.5811  0.48
63 H 4.0447 -0.7451 -1.5405  0.31
64 H 5.2000 0.0993 -3.5369  0.48
65 H 5.2521 2.5279 -4.0142  0.45
66 H 4.1202 4.1073 -2.4855  0.50
67 H 2.9610 3.2890 -0.4969  0.32
68 H 4.2593 2.7494 1.3127  0.52
69 H 4.2869 4.1433 3.3307  0.48
70 H 2.5901 3.8248 5.0967  0.44
71 H 0.8768 2.0536 4.8589  0.53
72 H 0.8488 0.6339 2.8400  0.16
73 C -3.0180 0.7631 -1.9986  -1.56
74 C -2.9269 -0.0768 -0.7301  0.06
75 N -1.7183 0.1967 0.0451  0.41
76 C -2.0659 0.6856 1.2757  -0.50
77 C -3.4587 0.7728 1.3557  -1.34
78 N -3.9821 0.3286 0.2348  0.28
79 H -2.0482 0.8161 -2.4861  -0.18
80 H -3.3127 1.7804 -1.7393  0.50
81 H -3.7424 0.3502 -2.7039  0.41
82 H -1.3903 1.0679 2.0098  1.24
83 H -4.0523 1.1836 2.1546  0.52
84 H -4.9387 0.4817 -0.0407  0.44
85 C -1.5287 4.2944 1.7122  -1.42
86 C -0.9547 4.3519 0.2993  1.39
87 C 0.4150 5.0385 0.3169  -1.57
88 C -1.9019 5.1031 -0.6285  -1.74
89 N -0.8906 2.9704 -0.2403  -0.12
90 N 0.1905 2.2064 0.2679  -0.35
91 H -1.6927 5.3026 2.0924  0.54
92 H -0.8478 3.7984 2.4134  0.23
93 H -2.4842 3.7672 1.7146  0.21
94 H 0.3031 6.0885 0.5878  0.56
95 H 0.8816 5.0025 -0.6721  0.31
96 H 1.0943 4.5908 1.0490  0.19
97 H -2.1333 6.0862 -0.2213  0.41
98 H -2.8382 4.5544 -0.7490  0.37
99 H -1.4531 5.2460 -1.6143  0.44
100 H -0.8289 2.9766 -1.2524  0.43
101 H 0.1682 2.2918 1.2804  -0.42
102 H 1.0945 2.5944 -0.0013  -0.42
103 C -4.6863 -2.3417 2.7999  -0.98
104 Si -3.4377 -1.3973 3.8136  -0.23
105 C -4.1901 0.1195 4.6131  -1.08
106 C -2.6432 -2.4405 5.1390  -1.12
107 C -2.0641 -0.9085 2.6005  1.50
108 H -5.4083 -2.8558 3.4373  0.49
109 H -4.1955 -3.0987 2.1829  0.28
110 H -5.2505 -1.6791 2.1365  0.27
111 H -4.9386 -0.1806 5.3485  0.42
112 H -4.6908 0.7696 3.8962  0.37
113 H -3.4356 0.7095 5.1394  0.34
114 H -3.3334 -2.6021 5.9701  0.38
115 H -1.7504 -1.9546 5.5392  0.36
116 H -2.3499 -3.4198 4.7547  0.33
117 H -1.9655 -1.4181 1.6552  -0.69
118 H -1.1641 -0.4071 2.9221  -0.23

---

# 2
C49H60N2O8Si2 as an isolated structure in a non-equilibrium geometry. Source: the Open Molecules 2025 dataset; level of theory: ωB97M-V with the def2-TZVPD basis set.

HOMO-LUMO gap: 8.2 eV
lowest unoccupied orbital energy: -0.0373 Eh
HOMO level: -9.18 eV
2S+1: 1

Last column: Mulliken charge in e.
CARTESIAN COORDINATES (ANGSTROEM)
1 C 3.0203 0.8537 0.3390  0.44
2 C 2.1881 0.0176 0.0814  -1.14
3 C 1.0390 -0.8336 -0.1773  -0.36
4 Si -0.1520 -0.1148 -1.4799  -0.25
5 C -0.3353 1.7402 -1.1115  -0.77
6 O -1.7011 1.9771 -0.7127  -0.30
7 C -1.8645 3.1272 0.1140  -0.26
8 C -3.2023 3.7935 -0.2275  -1.13
9 O -1.6418 -0.7880 -1.1904  0.23
10 Si -2.0234 -2.3553 -1.6049  0.10
11 N -0.7583 -3.4820 -1.1860  -0.53
12 C -3.6234 -2.7755 -0.6878  -0.84
13 C -4.8688 -2.9458 -1.6074  -0.71
14 C -5.8212 -1.7271 -1.5525  -0.77
15 C -7.3041 -2.1052 -1.2809  -0.83
16 C -7.9354 -1.3310 -0.0846  -1.01
17 C -8.8110 -0.1469 -0.5589  -0.43
18 C -10.2964 -0.5196 -0.7203  -0.49
19 C -11.2995 0.6072 -0.4131  -1.11
20 C -10.8867 2.0013 -0.8905  -0.67
21 C -10.9841 2.1262 -2.4344  -0.55
22 C -9.9362 3.0927 -2.9609  -0.60
23 O -9.7736 2.9442 -4.3711  -0.36
24 C -8.4210 3.0207 -4.7789  -0.67
25 N 0.3752 -0.3949 -3.1386  0.54
26 C 1.2074 -1.6187 -3.3309  -1.03
27 C 1.0902 0.7261 -3.6953  0.29
28 C 0.6382 1.2151 -5.0508  -1.20
29 O 2.0042 1.2569 -3.1159  -0.49
30 H 3.9710 1.3252 0.4247  0.45
31 H 1.3821 -1.8344 -0.4435  0.44
32 H 0.4465 -0.9551 0.7338  0.55
33 H 0.3238 2.0211 -0.2892  0.49
34 H -0.1304 2.3708 -1.9827  0.38
35 H -1.9088 2.7790 1.1511  0.27
36 H -1.0321 3.8191 -0.0151  0.37
37 H -3.0620 4.7093 -0.8002  0.30
38 H -3.7672 4.0404 0.6720  0.33
39 H -3.8116 3.0946 -0.7970  0.27
40 H -2.3060 -2.4510 -3.0549  -0.17
41 H -0.5905 -4.1551 -1.9252  0.22
42 H -0.9506 -3.9917 -0.3328  0.26
43 H -3.4514 -3.7038 -0.1337  0.36
44 H -3.7996 -2.0160 0.0766  0.44
45 H -5.3899 -3.8567 -1.3264  0.41
46 H -4.5155 -3.0440 -2.6352  0.33
47 H -5.7940 -1.2052 -2.5108  0.30
48 H -5.4881 -1.0094 -0.8050  0.39
49 H -7.4036 -3.1754 -1.1011  0.49
50 H -7.8929 -1.8690 -2.1683  0.39
51 H -7.1374 -0.9416 0.5454  0.44
52 H -8.5518 -2.0284 0.4811  0.41
53 H -8.6928 0.6695 0.1551  0.51
54 H -8.4380 0.2122 -1.5208  0.07
55 H -10.4513 -0.8995 -1.7326  0.28
56 H -10.5249 -1.3532 -0.0532  0.48
57 H -11.5579 0.6242 0.6471  0.36
58 H -12.2313 0.3666 -0.9364  0.32
59 H -11.5841 2.7170 -0.4474  0.47
60 H -9.8961 2.2865 -0.5384  0.39
61 H -10.8584 1.1474 -2.8937  0.32
62 H -11.9735 2.5282 -2.6501  0.34
63 H -8.9805 2.8943 -2.4634  0.42
64 H -10.2192 4.1319 -2.7638  0.26
65 H -8.4142 3.0235 -5.8664  0.25
66 H -7.9567 3.9323 -4.3909  0.32
67 H -7.8556 2.1492 -4.4285  0.23
68 H 1.0052 -2.3677 -2.5696  0.30
69 H 0.9546 -2.0729 -4.2949  0.24
70 H 2.2731 -1.3917 -3.3558  0.38
71 H -0.1978 1.8993 -4.9128  0.25
72 H 1.4739 1.7164 -5.5306  0.38
73 H 0.3385 0.3663 -5.6654  0.31
74 C 5.1157 -1.8204 1.3717  -0.24
75 C 6.4355 -2.1503 1.6585  -0.62
76 C 6.7184 -3.1991 2.5181  -0.68
77 C 5.6811 -3.9191 3.0984  0.37
78 C 4.3544 -3.5767 2.8202  0.00
79 C 4.0779 -2.5289 1.9511  -0.52
80 C 3.2245 -4.3094 3.4548  0.50
81 O 2.0710 -4.0236 3.2061  -0.69
82 C 3.5500 -5.4071 4.4100  0.11
83 C 2.5146 -6.0745 5.0524  -0.52
84 C 2.7970 -7.1039 5.9340  -0.48
85 C 4.1157 -7.4764 6.1732  -0.47
86 C 5.1516 -6.8126 5.5383  -0.56
87 C 4.8739 -5.7724 4.6603  0.17
88 C 6.0049 -5.0535 4.0063  0.59
89 O 7.1541 -5.3848 4.2121  -0.67
90 H 4.8947 -1.0063 0.6968  0.30
91 H 7.2414 -1.5816 1.2125  0.45
92 H 7.7419 -3.4637 2.7454  0.48
93 H 3.0506 -2.2685 1.7347  0.64
94 H 1.4919 -5.7815 4.8588  0.47
95 H 1.9892 -7.6197 6.4366  0.40
96 H 4.3341 -8.2849 6.8587  0.40
97 H 6.1795 -7.0939 5.7212  0.47
98 C 11.7076 1.9782 2.8247  -0.55
99 C 12.1825 3.2784 2.9612  -0.46
100 C 11.4231 4.3468 2.5154  -0.59
101 C 10.1876 4.1197 1.9226  0.30
102 C 9.7182 2.8132 1.7705  0.21
103 C 10.4790 1.7457 2.2305  -0.53
104 C 8.4130 2.5410 1.1068  0.48
105 O 8.0008 1.4057 0.9828  -0.69
106 C 7.6313 3.7022 0.5949  0.11
107 C 6.4348 3.4726 -0.0725  -0.60
108 C 5.6885 4.5380 -0.5456  -0.56
109 C 6.1319 5.8416 -0.3472  -0.51
110 C 7.3257 6.0775 0.3134  -0.61
111 C 8.0828 5.0104 0.7805  0.36
112 C 9.3779 5.2841 1.4647  0.53
113 O 9.7634 6.4204 1.6414  -0.67
114 H 12.2998 1.1455 3.1807  0.41
115 H 13.1469 3.4570 3.4183  0.39
116 H 11.7829 5.3607 2.6234  0.47
117 H 10.1046 0.7376 2.1180  0.51
118 H 6.0961 2.4568 -0.2234  0.59
119 H 4.7592 4.3541 -1.0693  0.52
120 H 5.5451 6.6740 -0.7125  0.39
121 H 7.6786 7.0878 0.4678  0.48